(1)
A 12-piece molecular cluster, C38H107N7O17 overall at a distorted geometry. Source: the Open Molecules 2025 dataset; level of theory: wB97M-V/def2-TZVPD.

Structure (XYZ):
```
169
Properties=species:S:1:pos:R:3
C 15.855 10.161 19.152
C 15.793 10.313 20.629
C 16.377 11.666 21.052
O 17.805 11.634 20.785
C 18.371 12.883 21.190
N 14.351 10.247 21.047
H 15.596 9.138 18.910
H 16.863 10.315 18.785
H 15.107 10.849 18.747
H 16.333 9.462 21.003
H 16.230 11.734 22.125
H 15.929 12.492 20.488
H 17.757 13.711 20.815
H 19.393 12.844 20.788
H 18.371 12.985 22.299
H 14.163 10.217 22.033
H 13.784 9.545 20.596
C 15.993 16.031 14.085
C 15.645 16.904 15.319
C 16.853 16.813 16.297
O 16.948 15.532 16.866
C 18.124 15.433 17.649
N 15.430 18.310 14.836
H 16.945 16.376 13.674
H 15.274 16.192 13.297
H 16.066 14.965 14.358
H 14.757 16.569 15.877
H 16.696 17.573 17.083
H 17.762 17.107 15.776
H 17.972 16.106 18.508
H 18.999 15.737 17.046
H 18.190 14.407 17.965
H 14.517 18.399 14.388
H 16.100 18.644 14.128
C 14.396 14.072 11.485
C 13.807 12.928 10.609
C 14.981 12.014 10.210
O 14.639 10.821 9.488
C 14.229 10.982 8.153
N 12.840 12.132 11.396
H 15.159 13.671 12.142
H 13.572 14.574 11.970
H 14.890 14.784 10.814
H 13.300 13.300 9.722
H 15.447 11.674 11.143
H 15.721 12.612 9.674
H 13.929 9.987 7.841
H 15.062 11.321 7.530
H 13.404 11.666 8.054
H 12.582 11.306 10.846
H 13.314 11.702 12.193
C 15.172 8.304 13.234
C 14.598 9.392 14.186
C 15.086 9.250 15.646
O 14.878 7.918 16.129
C 13.509 7.614 16.219
N 14.877 10.762 13.700
H 16.185 8.606 12.975
H 14.591 8.272 12.313
H 15.173 7.323 13.717
H 13.495 9.305 14.213
H 14.562 9.975 16.297
H 16.158 9.443 15.630
H 13.512 6.571 16.548
H 13.028 7.696 15.244
H 13.072 8.271 16.949
H 15.862 11.016 13.799
H 14.354 11.411 14.266
C 14.882 15.374 20.708
C 15.448 16.729 21.171
C 15.471 17.731 20.048
O 14.135 17.999 19.872
C 13.854 18.958 18.879
N 14.860 17.195 22.426
H 15.068 14.654 21.506
H 15.409 14.985 19.836
H 13.828 15.401 20.413
H 16.485 16.486 21.517
H 15.878 17.299 19.129
H 16.119 18.566 20.316
H 14.208 19.967 19.071
H 12.811 19.143 18.686
H 14.248 18.708 17.894
H 13.889 17.487 22.367
H 15.397 17.996 22.781
C 11.880 11.172 16.196
C 11.845 12.718 16.115
C 13.174 13.275 15.526
O 14.347 12.771 16.129
C 14.637 13.313 17.378
N 10.762 13.152 15.219
H 12.030 10.719 15.211
H 10.862 10.915 16.454
H 12.573 10.725 16.924
H 11.644 13.133 17.123
H 13.140 14.356 15.595
H 13.214 12.973 14.476
H 14.873 14.393 17.345
H 15.504 12.770 17.747
H 13.835 13.165 18.110
H 9.803 13.116 15.579
H 10.613 12.580 14.390
C 11.167 15.990 17.679
C 10.702 15.724 19.138
C 11.301 14.386 19.627
O 11.082 14.183 20.983
C 11.914 13.124 21.471
N 10.916 16.893 19.973
H 12.260 16.034 17.712
H 10.805 16.918 17.256
H 10.900 15.215 16.949
H 9.606 15.590 19.095
H 12.385 14.438 19.446
H 10.842 13.564 19.117
H 12.980 13.309 21.264
H 11.647 12.171 20.991
H 11.805 13.008 22.558
H 11.917 17.101 19.858
H 10.903 16.608 20.966
C 17.980 12.304 15.021
C 19.195 11.500 15.576
O 20.468 12.058 15.153
O 17.928 11.981 13.642
H 18.103 13.389 15.120
H 17.111 12.014 15.643
H 19.167 10.427 15.375
H 19.133 11.703 16.662
H 20.361 12.261 14.214
H 17.293 12.514 13.143
C 9.939 14.425 11.471
C 10.133 15.300 12.648
O 11.507 15.399 13.136
O 10.224 13.116 11.703
H 10.591 14.760 10.657
H 8.955 14.616 11.044
H 9.475 15.018 13.469
H 9.846 16.294 12.271
H 11.500 14.809 13.922
H 11.194 12.992 11.782
C 7.798 13.413 17.830
C 8.490 12.208 18.403
O 7.981 11.001 17.927
O 7.853 13.198 16.408
H 8.359 14.297 18.127
H 6.773 13.404 18.223
H 8.356 12.240 19.482
H 9.578 12.246 18.237
H 7.664 11.200 17.031
H 7.077 13.687 16.098
C 11.228 9.695 19.344
C 10.513 9.771 20.652
O 10.060 8.442 20.993
O 12.108 8.572 19.368
H 11.744 10.640 19.114
H 10.472 9.516 18.582
H 9.772 10.585 20.670
H 11.263 9.997 21.420
H 9.270 8.204 20.495
H 11.609 7.799 19.666
C 9.437 9.437 11.750
C 9.734 9.836 13.196
O 9.395 11.154 13.447
O 10.477 9.923 10.850
H 8.510 9.881 11.435
H 9.348 8.349 11.689
H 10.794 9.600 13.341
H 9.159 9.182 13.854
H 9.670 11.746 12.697
H 11.127 9.209 10.830
```

Values from the calculation:
E_tot	-3174.175500	Eh
SMILES	COC[C@H](C)N.COC[C@H](C)N.COC[C@H](C)N.COC[C@H](C)N.COC[C@H](C)N.COC[C@H](C)N.COC[C@H](C)N.OCCO.OCCO.OCCO.OCCO.OCCO
HOMO level	-8.832	eV
net charge	0

(2)
A 13-piece molecular cluster, C38H110N8O14 overall at a distorted geometry. Source: the Open Molecules 2025 dataset; level of theory: wB97M-V/def2-TZVPD.

Structure (XYZ):
```
170
Properties=species:S:1:pos:R:3
C -6.512 -3.562 25.434
O -5.855 -3.307 26.663
H -7.416 -4.233 25.567
H -6.919 -2.624 24.994
H -5.833 -4.028 24.722
H -5.137 -2.741 26.372
C -7.431 -0.278 29.392
O -7.487 -1.657 29.662
H -7.317 -0.029 28.303
H -8.358 0.200 29.795
H -6.586 0.113 29.945
H -7.605 -1.729 30.614
C -13.856 1.023 18.456
O -13.258 -0.198 18.766
H -13.947 1.654 19.359
H -13.423 1.467 17.558
H -14.875 0.772 18.101
H -12.259 -0.120 18.948
C -16.954 1.229 21.181
O -15.768 0.650 21.632
H -17.137 2.248 21.460
H -16.956 1.302 20.066
H -17.840 0.732 21.556
H -15.691 -0.213 21.161
C -10.068 -3.526 21.500
C -8.690 -3.067 22.167
C -7.492 -3.231 21.275
O -7.253 -4.627 20.835
C -6.656 -5.445 21.789
N -8.837 -1.559 22.259
H -10.791 -3.243 22.235
H -10.035 -4.623 21.425
H -10.296 -2.924 20.581
H -8.488 -3.659 23.099
H -6.609 -2.930 21.890
H -7.593 -2.568 20.357
H -7.334 -5.882 22.583
H -5.911 -4.883 22.391
H -6.162 -6.287 21.300
H -9.513 -1.181 22.915
H -7.977 -1.097 22.432
C -10.174 -4.031 29.645
C -10.153 -4.683 28.285
C -10.509 -3.597 27.255
O -11.660 -2.902 27.434
C -12.799 -3.336 26.789
N -8.803 -5.183 27.876
H -9.672 -4.727 30.281
H -11.188 -3.893 29.959
H -9.518 -3.155 29.645
H -10.750 -5.585 28.168
H -10.383 -3.852 26.198
H -9.767 -2.807 27.526
H -12.800 -3.153 25.742
H -13.673 -2.837 27.202
H -12.888 -4.400 27.040
H -8.679 -6.067 28.381
H -8.108 -4.481 28.216
C -13.216 -2.701 21.323
C -14.754 -2.882 21.213
C -15.441 -2.334 22.493
O -15.161 -3.175 23.560
C -15.736 -2.734 24.775
N -15.199 -1.962 20.199
H -12.841 -3.155 22.227
H -12.939 -1.640 21.255
H -12.638 -3.223 20.561
H -14.851 -3.969 21.001
H -16.495 -2.246 22.202
H -15.109 -1.361 22.753
H -16.809 -2.818 24.805
H -15.491 -1.622 24.924
H -15.289 -3.436 25.591
H -16.077 -2.326 19.892
H -14.536 -1.779 19.428
C -11.297 -0.843 31.018
C -12.128 0.108 30.201
C -11.239 1.096 29.390
O -12.009 1.993 28.551
C -11.494 3.197 28.091
N -12.955 -0.688 29.310
H -11.869 -1.671 31.474
H -10.893 -0.297 31.882
H -10.533 -1.427 30.423
H -12.783 0.678 30.882
H -10.519 0.384 28.875
H -10.660 1.852 29.985
H -12.355 3.750 27.560
H -10.697 2.998 27.414
H -11.157 3.838 28.987
H -13.386 -0.087 28.631
H -12.467 -1.432 28.867
C -10.971 3.649 17.921
C -9.820 2.763 18.385
C -8.962 3.653 19.290
O -7.873 2.956 19.799
C -7.003 3.841 20.508
N -10.296 1.500 18.980
H -11.656 3.878 18.705
H -11.627 3.072 17.258
H -10.654 4.555 17.407
H -9.189 2.470 17.511
H -9.657 3.982 20.056
H -8.624 4.585 18.902
H -7.489 4.306 21.382
H -6.739 4.674 19.791
H -6.061 3.319 20.783
H -10.579 1.602 19.989
H -9.533 0.809 18.928
C -16.385 1.668 28.729
C -16.002 2.754 27.815
C -15.543 3.942 28.660
O -15.103 5.006 27.749
C -14.882 6.255 28.493
N -14.995 2.238 26.780
H -17.014 1.915 29.547
H -15.609 1.089 29.147
H -16.918 0.893 28.124
H -16.827 3.022 27.157
H -14.748 3.764 29.358
H -16.439 4.385 29.095
H -15.824 6.728 28.782
H -14.416 6.886 27.812
H -14.211 5.994 29.290
H -14.125 2.009 27.277
H -14.769 2.988 26.168
C -4.075 -1.201 22.785
C -4.774 0.152 22.932
C -3.723 1.140 22.567
O -4.113 2.527 22.462
C -4.735 3.072 23.554
N -6.052 0.304 22.172
H -4.774 -1.944 23.017
H -3.258 -1.297 23.445
H -3.827 -1.393 21.774
H -5.027 0.173 23.986
H -3.224 0.832 21.625
H -2.924 1.141 23.295
H -4.519 4.167 23.559
H -4.459 2.520 24.460
H -5.836 3.015 23.627
H -5.860 0.172 21.189
H -6.363 1.274 22.207
C -11.608 0.779 22.547
C -12.523 0.307 23.699
C -11.668 0.238 24.948
O -10.647 -0.734 24.747
C -9.626 -0.484 25.696
N -13.663 1.177 23.915
H -11.241 1.716 22.691
H -12.236 0.915 21.682
H -10.837 0.064 22.246
H -12.740 -0.800 23.549
H -12.226 -0.007 25.836
H -11.181 1.201 25.147
H -9.101 0.459 25.318
H -8.906 -1.318 25.626
H -9.991 -0.349 26.720
H -14.254 1.191 23.063
H -14.204 0.888 24.701
C -13.494 4.735 23.648
C -14.247 5.847 24.417
O -15.422 5.350 24.939
O -12.790 3.899 24.520
H -12.807 5.169 22.882
H -14.279 4.202 23.102
H -14.522 6.690 23.762
H -13.607 6.148 25.272
H -15.448 5.252 25.904
H -13.100 3.029 24.220
```

Values from the calculation:
E_tot	-3004.881014	Eh
HOMO level	-8.791	eV
net charge	0

These records have lowest unoccupied orbital energy values of 0.39; 0.33 eV, in the order they appear.
These records have ΔE to the lowest compared entry with this formula, charge and spin values of 0.000; 0.000 eV, in the order they appear.
These records have molar mass values of 934.31; 903.34 u, in the order they appear.